[1]
This record from the Open Molecules 2025 dataset describes a 4-piece molecular cluster, C19H37F2IN2O9P overall. The level of theory is wB97M-V/def2-TZVPD.

XYZ file:
```
71
Properties=species:S:1:pos:R:3:forces:R:3:lowdin_charge:R:1
C 3.14587 1.11415 0.29233 0.0502 -0.2528 0.3116 -0.246
P 2.36323 2.12563 -0.99085 0.2384 0.2006 -0.5430 0.922
O 0.76579 1.83227 -0.71432 0.0058 0.0259 0.0031 -0.312
C 2.60322 3.91687 -0.46697 -0.2114 -0.2534 -0.0253 -0.457
C 1.47705 4.75141 -1.16201 0.4639 0.2557 0.1999 -0.176
C 0.28156 5.08701 -0.30429 -0.2564 -0.3428 0.1693 -0.788
O -0.65196 4.40133 -0.08836 -0.0387 0.0212 -0.2604 0.015
I 0.25575 7.10623 0.52785 0.0693 0.0835 -0.0484 0.766
N 3.85066 4.39385 -1.11032 0.1545 0.0250 0.1683 0.022
N 5.04640 4.27372 -0.30499 -0.1197 -0.4012 -0.9746 0.058
C 5.82825 5.41608 -0.67187 -0.0734 0.0831 0.5547 -0.449
O 6.06526 6.36166 -0.02051 0.0484 -0.1233 -0.2270 0.222
F 6.30514 5.28990 -1.94390 -0.0647 0.0683 0.1805 0.101
C 5.76391 3.04993 -0.48466 -0.1207 0.2577 0.3620 -0.485
O 6.35479 2.46576 0.35155 0.1848 0.0953 -0.2608 0.196
F 5.68806 2.58330 -1.75066 -0.0661 -0.1864 0.1661 0.097
C 2.53370 4.21240 1.07659 -0.1408 0.1181 -0.2901 -0.740
O 3.02216 5.28391 1.42124 0.3334 0.4232 0.1921 -0.027
O 1.87521 3.36781 1.70319 -0.2565 -0.3013 0.3765 -0.040
H 4.21779 1.01710 0.12512 0.0321 0.0064 -0.0501 0.019
H 2.95264 1.47425 1.29956 -0.0659 0.1174 0.0185 0.042
H 2.71338 0.11562 0.17983 0.0689 -0.0066 -0.0604 0.028
H 0.41887 1.42720 -1.51670 -0.1757 -0.0505 0.0836 0.041
H 1.94536 5.69103 -1.44642 -0.0243 -0.0620 -0.1620 0.088
H 1.09903 4.22280 -2.03993 -0.0910 0.0703 -0.0803 0.104
H 3.98685 3.90152 -1.99094 0.0848 0.0886 -0.0088 0.094
C -2.82644 2.44309 5.23258 0.0426 0.0287 0.0093 -0.087
C -3.42078 2.50116 3.83290 -0.0397 -0.0667 -0.0061 -0.304
O -2.78282 3.40657 2.96695 0.0229 0.0945 -0.0470 -0.153
C -1.39664 3.15694 2.72138 0.1577 -0.0537 0.0899 -0.258
C -1.09921 1.82264 2.07595 -0.0769 -0.2056 -0.0337 -0.087
H -2.84707 3.43057 5.69642 0.0089 0.0007 -0.0009 0.077
H -3.40077 1.75316 5.85455 -0.0296 0.0108 -0.0040 0.068
H -1.79257 2.09831 5.22042 -0.0071 -0.0320 -0.0084 0.064
H -4.45600 2.84456 3.89427 -0.0054 -0.0046 -0.0141 0.112
H -3.44617 1.49370 3.39576 0.0449 -0.0042 0.0158 0.103
H -0.81686 3.28657 3.64022 -0.0184 -0.0364 0.0196 0.114
H -1.06252 3.92051 2.02786 -0.1636 0.1681 0.1612 0.087
H -1.37889 0.95373 2.68160 0.0046 0.0905 0.0916 0.063
H -0.02785 1.78194 1.88180 0.0101 0.0245 -0.0756 0.058
H -1.62365 1.75491 1.12044 0.0422 -0.0364 -0.0299 0.081
C -2.57769 -2.12210 -1.48961 -0.0474 0.0053 0.0482 -0.075
C -1.11582 -2.24408 -1.88732 -0.1065 -0.0825 0.0126 -0.276
O -0.29248 -1.22699 -1.35008 0.1186 0.1074 -0.1104 -0.162
C -0.23776 -1.15769 0.06715 0.0418 0.0258 0.2032 -0.278
C 0.28258 -2.42234 0.73057 -0.0366 -0.0719 -0.1254 -0.068
H -2.97805 -1.15682 -1.80324 0.0011 0.0061 0.0142 0.081
H -3.16167 -2.91456 -1.96004 0.0498 -0.0111 -0.0614 0.064
H -2.71671 -2.20592 -0.41054 0.0130 -0.0249 0.0024 0.066
H -1.02865 -2.15175 -2.97041 0.0604 0.0362 -0.0001 0.119
H -0.72829 -3.23554 -1.62636 -0.0388 -0.0029 0.0251 0.096
H -1.21570 -0.88279 0.47552 -0.0197 -0.0338 -0.0035 0.106
H 0.42994 -0.32646 0.28786 -0.0824 0.0031 -0.0390 0.084
H -0.36005 -3.28528 0.54131 -0.0263 0.0089 0.0468 0.053
H 0.33220 -2.27585 1.80995 0.0242 0.0348 0.0064 0.079
H 1.28264 -2.66211 0.36506 0.0145 0.0019 0.0118 0.080
C -3.01666 -7.59454 -3.66262 -0.0554 0.0265 0.0628 -0.080
C -1.98754 -6.49626 -3.45251 0.0416 -0.0525 -0.0721 -0.280
O -2.35464 -5.53320 -2.48396 -0.0464 0.1271 -0.0038 -0.172
C -2.57364 -6.01727 -1.17113 0.0288 -0.0658 0.0719 -0.278
C -1.36309 -6.69862 -0.55536 0.0440 0.0112 -0.0626 -0.075
H -3.97773 -7.16752 -3.95249 0.0003 -0.0030 -0.0007 0.080
H -2.68327 -8.26804 -4.45292 0.0064 0.0138 -0.0266 0.075
H -3.16971 -8.19240 -2.76335 0.0362 -0.0228 -0.0048 0.065
H -1.86532 -5.93034 -4.37611 0.0132 0.0246 0.0078 0.119
H -1.00958 -6.93059 -3.21542 -0.0150 -0.0139 0.0305 0.108
H -3.44382 -6.68357 -1.14905 0.0188 -0.0281 -0.0023 0.108
H -2.83244 -5.13751 -0.58122 -0.0194 0.0403 -0.0520 0.111
H -1.06139 -7.58625 -1.11301 -0.0388 -0.0289 0.0265 0.065
H -1.59133 -7.01066 0.46422 -0.0045 0.0272 0.0199 0.078
H -0.51405 -6.01404 -0.52749 0.0017 0.0038 0.0117 0.077
```
Positions in Å, forces in eV/Å.

Properties
Multiplicity ... 1
Charge ... -1
LUMO energy ... 2.077 eV



[2]
This record from the Open Molecules 2025 dataset describes a 2-piece molecular cluster, C19H37F9N3O5PS overall. The level of theory is wB97M-V/def2-TZVPD.

XYZ file:
```
75
Properties=species:S:1:pos:R:3:forces:R:3:lowdin_charge:R:1
C 5.18564 1.84665 1.60400 -0.1200 0.4927 0.4168 -0.074
N 3.82407 2.40711 1.66197 0.2154 -0.2833 -0.5727 -0.068
C 3.12339 2.56490 0.44046 -0.6074 -0.5831 0.7636 -0.171
N 2.86951 4.04672 0.11249 1.5780 -0.1919 -0.3289 -0.197
P 4.43171 4.88649 -0.12180 -0.3634 1.9656 -0.9174 0.450
O 4.16375 6.16608 -0.76814 -0.1331 -0.3256 0.1160 -0.187
O 5.05879 5.01733 1.31315 0.1026 -0.8565 -0.0884 -0.057
O 5.25318 3.89320 -1.02960 -0.1628 -0.2204 0.5958 -0.053
C 2.15177 4.15117 -1.23229 -0.7114 -0.5536 0.2386 -0.075
C 1.10477 5.25151 -1.26341 0.1685 0.1038 -0.2932 -0.136
O 0.20068 5.24316 -0.17255 -0.1072 -0.0911 -0.1641 -0.065
C 0.61385 4.43140 0.90042 -0.2774 0.5235 0.2368 -0.324
C -0.28836 4.67736 2.11120 0.5630 -0.1388 0.0186 -0.079
C -1.27212 3.54904 2.39866 -0.0982 0.3221 0.2953 -0.061
C -2.47037 3.44332 1.46061 0.1868 0.8417 -0.1310 -0.438
F -2.68684 4.67572 0.90015 -0.0891 -0.2916 0.1184 0.121
F -3.60326 3.13174 2.13746 0.4629 -0.2083 -0.2856 0.131
C -2.34560 2.51639 0.22035 -1.0545 -0.0180 -1.0222 -0.387
F -3.54465 2.52899 -0.41838 1.0749 -0.0381 0.4296 0.133
F -1.41661 2.99962 -0.64773 -0.5518 -0.3261 0.7808 0.111
S -1.90179 0.70131 0.56588 -0.4636 -0.3137 -0.7871 0.774
F -0.38363 1.16291 0.81755 0.3158 0.1140 0.1641 -0.168
F -2.22965 0.86180 2.10051 0.1299 0.0204 0.2570 -0.113
F -3.36615 0.19229 0.30699 0.1150 0.0552 0.1421 -0.102
F -1.56976 0.50370 -0.97479 0.0521 -0.0241 0.0863 -0.124
F -1.42872 -0.77125 0.84426 -0.1226 0.0818 -0.0491 -0.116
C 2.07413 4.73994 1.17385 -0.4708 -0.0756 0.2085 -0.056
H 5.23155 0.90513 2.13438 0.0447 -0.2582 -0.0220 0.091
H 5.51666 1.69801 0.58294 -0.0800 -0.1863 -0.2285 0.075
H 5.87891 2.52972 2.08439 0.1731 0.0744 0.0839 0.075
H 3.26252 1.91023 2.32918 -0.0725 0.0303 0.2126 0.124
H 2.14018 2.10999 0.51518 -0.2749 0.1701 -0.0766 0.128
H 3.60445 2.09715 -0.40892 0.2648 0.2851 -0.2953 0.137
H 5.75256 5.69149 1.28767 0.0186 0.3133 0.2753 0.126
H 6.09142 3.62681 -0.63585 0.2308 -0.2681 -0.0992 0.108
H 1.67650 3.18485 -1.37368 -0.1110 -0.1657 0.0553 0.138
H 2.86186 4.26179 -2.03942 0.2486 0.2057 -0.0784 0.133
H 0.52718 5.09705 -2.16961 -0.0843 -0.0270 -0.2117 0.144
H 1.59590 6.21489 -1.35916 0.0528 0.2295 0.2066 0.129
H 0.50363 3.37788 0.64264 0.1577 -0.1622 -0.1245 0.115
H -0.74914 5.65365 2.05158 -0.2240 0.1335 -0.2065 0.137
H 0.36496 4.71586 2.98005 0.0045 0.0341 0.2571 0.124
H -1.69221 3.73036 3.38261 -0.2174 0.0108 0.1478 0.142
H -0.71957 2.62277 2.48558 -0.1247 -0.1811 -0.0745 0.108
H 2.26885 5.80234 1.08024 -0.1055 0.2480 -0.0271 0.151
H 2.37516 4.43358 2.16643 0.4304 -0.3841 -0.0362 0.134
C -2.92085 -4.13298 0.46240 -0.1245 -0.0883 -0.0632 -0.024
C -1.54944 -4.44502 -0.17782 -0.8983 0.7125 0.8565 -0.485
C -1.40564 -3.68196 -1.49489 0.1016 -0.1265 -0.4408 -0.132
C -2.26233 -4.25639 -2.62308 -0.0055 -0.0638 0.0618 -0.169
C -2.00552 -5.75379 -2.79515 0.2543 0.4124 -0.1019 -0.131
C -2.16047 -6.54683 -1.49739 -1.2499 -0.6577 0.0106 -0.497
N -1.38006 -5.91136 -0.39386 1.2544 0.4500 -1.3159 -0.089
O -0.12585 -6.20312 -0.50423 -0.1377 -0.2629 0.4847 -0.017
C -3.64988 -6.66428 -1.12461 -0.0771 0.2115 0.0906 -0.032
C -1.67825 -7.97695 -1.70866 0.3960 -0.0833 0.0268 -0.042
C -0.50434 -3.95535 0.81719 0.4562 -0.2569 0.0014 -0.042
H -3.71647 -3.99143 -0.26621 0.0150 -0.0781 -0.0040 0.066
H -3.22009 -4.92196 1.15202 0.0089 -0.0187 -0.0091 0.093
H -2.86813 -3.20667 1.03395 0.1281 0.0277 -0.0164 0.073
H -0.35634 -3.70090 -1.80797 0.0184 -0.0930 0.0738 0.126
H -1.66261 -2.63295 -1.32764 -0.0181 0.0058 0.0995 0.111
H -3.32310 -4.07067 -2.43503 0.0069 -0.0149 0.0382 0.103
H -2.02782 -3.73901 -3.55530 -0.0160 0.0060 -0.0035 0.113
H -2.68371 -6.16468 -3.54500 -0.0367 -0.0781 0.0443 0.126
H -0.99198 -5.89352 -3.18388 0.0384 -0.0425 0.1120 0.126
H -3.76726 -7.11934 -0.14072 0.0251 0.0005 0.0142 0.094
H -4.15947 -7.30036 -1.84741 0.1077 -0.0657 -0.0456 0.088
H -4.18350 -5.71745 -1.12806 0.0505 -0.0014 0.0312 0.058
H -0.65408 -8.01887 -2.07316 0.0150 0.0615 0.0961 0.080
H -2.31119 -8.46319 -2.44969 -0.0996 0.0560 -0.0085 0.088
H -1.73737 -8.55085 -0.78328 0.0098 0.0246 0.0191 0.094
H -0.57264 -4.50283 1.75850 -0.0056 -0.0380 -0.0212 0.098
H -0.67125 -2.90399 1.02559 -0.1326 0.0656 -0.0023 0.054
H 0.51052 -4.05546 0.43593 -0.0483 -0.1471 -0.0154 0.080
```
Positions in Å, forces in eV/Å.

Properties
Multiplicity ... 2
Charge ... +1
LUMO energy (alpha / beta) ... -2.895 / -2.895 eV



[3]
This record from the Open Molecules 2025 dataset describes C19H37GaN10O6PS as an isolated structure. The level of theory is wB97M-V/def2-TZVPD.

XYZ file:
```
75
Properties=species:S:1:pos:R:3:forces:R:3:lowdin_charge:R:1
Ga 0.89274 -0.14433 0.08005 -0.7825 -0.8563 -0.1720 0.370
C 4.43838 1.23513 2.54812 0.0050 -0.0023 -0.0208 -0.010
N 4.60850 -0.01424 1.80848 0.0230 0.0796 -0.1007 -0.108
C 5.95898 -0.42146 1.41429 -0.0592 0.0012 0.0376 -0.014
C 3.52075 -0.60826 1.30210 0.2344 -0.3030 -0.0032 -0.380
N 2.30824 -0.13964 1.45590 -0.3630 0.4736 -0.2259 0.154
N 3.73182 -1.82106 0.67776 -0.0980 0.1845 -0.0447 0.179
C 2.82093 -2.50319 -0.11291 0.0963 -0.0468 0.0689 -0.431
N 3.28338 -3.67357 -0.60622 -0.0467 0.1131 0.0257 0.197
N 1.64685 -2.03812 -0.31326 0.0072 0.1288 -0.1933 0.160
H 5.40815 1.55396 2.91411 0.0103 -0.0053 0.0087 0.096
H 3.79048 1.08843 3.41363 0.0078 -0.0182 -0.0029 0.104
H 4.02782 2.01970 1.90786 0.0147 -0.0123 -0.0272 0.101
H 6.63111 0.41463 1.57777 -0.0091 0.0036 0.0356 0.098
H 6.00026 -0.64890 0.34801 -0.0207 0.0372 -0.0047 0.095
H 6.32285 -1.26676 2.00262 -0.0286 -0.0177 0.0010 0.102
H 2.28451 0.72287 1.98175 0.0665 -0.0040 0.0243 0.078
H 4.68719 -2.11876 0.60472 0.0439 -0.0026 -0.0191 0.127
H 4.19261 -4.03417 -0.38427 -0.0014 -0.0158 0.0322 0.115
H 2.70004 -4.21327 -1.21957 0.0009 -0.0078 -0.0312 0.125
H 1.03283 -2.60007 -0.89900 -0.0206 -0.0383 0.0091 0.086
C -2.42815 4.33813 0.13913 0.0687 -0.1139 -0.0656 -0.175
N -1.24892 4.47569 -0.71710 -0.0299 0.0044 -0.0120 -0.143
C -1.64407 4.22456 -2.10498 0.0138 -0.0878 0.1121 -0.174
N -2.28869 2.92503 -2.30573 -0.0157 0.0197 0.0470 -0.140
C -3.43913 2.83003 -1.40516 0.1178 -0.0131 0.0603 -0.171
N -3.09624 3.04230 0.00271 0.0292 -0.0077 -0.0258 -0.138
C -2.27201 1.95820 0.52929 0.0767 0.0391 -0.0869 -0.280
P -0.65970 1.81426 -0.38704 0.1156 0.1751 0.0979 1.091
C -0.15935 3.59906 -0.29804 -0.0714 -0.0970 -0.0715 -0.279
C -1.35406 1.82122 -2.10779 0.0603 -0.0012 0.0573 -0.272
H -3.13935 5.11834 -0.13324 -0.0141 0.0031 -0.0143 0.132
H -2.13555 4.48251 1.17988 0.0000 0.0085 0.0140 0.130
H -0.76459 4.29258 -2.74698 0.0144 0.0051 -0.0091 0.129
H -2.35068 5.00081 -2.39967 -0.0107 0.0089 -0.0111 0.132
H -3.90466 1.84965 -1.51910 -0.0028 -0.0109 0.0045 0.125
H -4.16120 3.59325 -1.69514 -0.0145 0.0198 -0.0115 0.132
H -2.81881 1.01709 0.44246 -0.0246 -0.0240 0.0120 0.079
H -2.05961 2.13297 1.58418 -0.0147 -0.0103 0.0393 0.098
H 0.70864 3.74855 -0.93830 0.0455 0.0110 0.0051 0.082
H 0.14372 3.83481 0.72304 0.0014 0.0270 0.0343 0.104
H -1.85870 0.86953 -2.28674 -0.0081 -0.0232 -0.0289 0.093
H -0.53521 1.89340 -2.82467 0.0150 -0.0179 -0.0079 0.086
C -4.16591 -1.46486 -1.09827 0.0361 -0.0452 0.1010 -0.067
C -3.86615 -2.83467 -0.49017 -0.0254 0.1303 -0.1169 -0.162
C -2.71472 -2.81131 0.52694 0.0608 0.0045 0.0289 -0.304
C -2.38594 -4.25718 0.97445 0.0337 0.0062 0.0916 -0.154
C -1.32067 -4.35866 2.06518 -0.0624 0.0586 -0.0671 -0.064
C -3.16626 -2.04817 1.76212 -0.0004 0.0003 0.0376 -0.398
O -4.22349 -2.24044 2.30293 0.0592 -0.0240 0.0144 0.140
N -2.25840 -1.13949 2.30321 0.0016 -0.0072 -0.1933 0.235
C -1.14464 -0.69271 1.64930 0.1698 0.0064 -0.0140 -0.563
O -0.38541 0.15308 2.13860 -0.3110 -0.1063 0.1229 -0.001
N -0.83907 -1.15950 0.40498 -0.0598 0.0923 0.3588 0.119
C -1.46416 -2.25160 -0.14618 0.0998 0.0759 0.0334 -0.426
O -1.02063 -2.78063 -1.14977 -0.0076 0.0421 -0.0162 0.080
H -5.00349 -1.52630 -1.79286 0.0230 0.0042 0.0188 0.085
H -3.30403 -1.08187 -1.65333 -0.0358 -0.0078 0.0132 0.065
H -4.43726 -0.74024 -0.32234 0.0058 -0.0364 -0.0524 0.076
H -3.60019 -3.54583 -1.27296 -0.0040 0.0190 0.0044 0.127
H -4.74706 -3.21094 0.02939 0.0092 -0.0380 -0.0107 0.125
H -2.05864 -4.78685 0.08053 -0.0307 -0.0184 -0.0353 0.122
H -3.31762 -4.70992 1.31569 -0.0026 -0.0150 -0.0071 0.130
H -0.41766 -3.79840 1.80227 -0.0009 -0.0254 -0.0031 0.073
H -1.03033 -5.39818 2.21128 -0.0098 0.0005 0.0155 0.081
H -1.68634 -3.98321 3.02265 0.0182 0.0149 -0.0114 0.082
H -2.49978 -0.70403 3.18216 0.0050 0.0229 0.0349 0.177
C 2.92215 1.95317 -3.14873 -0.1313 -0.1436 -0.1742 -0.114
S 2.68703 1.02142 -1.67942 0.2913 0.2767 0.0344 0.433
O 3.84012 0.16894 -1.49813 -0.0883 -0.0364 -0.0430 -0.295
O 1.41164 0.23193 -1.88124 0.3810 0.0535 0.3947 -0.353
O 2.45052 1.95662 -0.58182 0.1140 0.0290 -0.0839 -0.364
H 3.20097 1.25885 -3.93940 -0.0295 0.0752 -0.0212 0.081
H 3.72723 2.65893 -2.95540 -0.0201 -0.0263 -0.0068 0.082
H 1.99606 2.47115 -3.39463 0.0792 0.0117 0.0156 0.065
```
Positions in Å, forces in eV/Å.

Properties
Multiplicity ... 1
Relative energy (zero: lowest compared OMol25 entry of this formula, charge and spin) ... 15.7 kJ/mol
Charge ... +1
LUMO energy ... -2.114 eV



> What is the formula in the third record?

C19H37GaN10O6PS